1.
ORCA calculation (the ωB97M-V functional and the def2-TZVPD basis) on C39H53BrCl3N6O3PSSiV as an isolated structure.

Cartesian coordinates (Å):
1 V -1.094378 -0.235093 -2.429609
2 C 4.256364 1.481050 -2.118700
3 N 3.123064 0.572399 -2.198988
4 C 3.216850 -0.791098 -2.270737
5 C 1.941229 -1.269165 -2.277490
6 N 1.074438 -0.217051 -2.207611
7 C 1.809644 0.884744 -2.177877
8 P 1.128045 2.560114 -2.014922
9 C 0.059450 2.481881 -3.484810
10 N -0.652594 1.418296 -3.838955
11 C -1.351687 1.763732 -4.962789
12 C -1.039076 3.048330 -5.294152
13 N -0.146333 3.493288 -4.354925
14 C 0.398949 4.840549 -4.301990
15 C -0.151642 2.180996 -0.780091
16 N -1.055971 1.211934 -0.886192
17 C -1.810365 1.248083 0.248939
18 C -1.357517 2.255194 1.049323
19 N -0.312086 2.837073 0.388411
20 C 0.466298 3.956290 0.898496
21 H 5.065434 1.082504 -2.725202
22 H 3.972242 2.455532 -2.506312
23 H 4.585423 1.581144 -1.085022
24 H 4.169702 -1.289832 -2.296221
25 H 1.591927 -2.287544 -2.277845
26 H -2.042116 1.075780 -5.423471
27 H -1.372128 3.678215 -6.099932
28 H 0.694147 5.143577 -5.303500
29 H -0.347280 5.531778 -3.914031
30 H 1.274058 4.851825 -3.657633
31 H -2.607897 0.546124 0.410080
32 H -1.677705 2.599099 2.017527
33 H 0.841683 3.707672 1.889252
34 H 1.307348 4.139790 0.236344
35 H -0.158634 4.845848 0.949454
36 Cl -0.836003 -2.089468 -4.142414
37 C -0.954806 -3.553978 -3.147733
38 C -0.920112 -4.746602 -3.843286
39 C -0.988020 -5.929302 -3.123187
40 C -1.080820 -5.885018 -1.741916
41 C -1.113051 -4.667506 -1.083918
42 Cl -1.230390 -4.684512 0.643868
43 C -1.058750 -3.441363 -1.762361
44 S -1.116217 -1.932373 -0.868918
45 H -0.843687 -4.744431 -4.920961
46 H -0.967823 -6.879734 -3.636795
47 H -1.133512 -6.793920 -1.159730
48 C 1.661103 -3.132638 3.137345
49 C 2.885268 -2.207560 3.068315
50 C 3.625226 -2.583377 1.773200
51 C 3.799165 -2.535271 4.261199
52 Si 2.365832 -0.360912 3.107232
53 Br 1.609027 0.046606 0.994833
54 C 0.862961 0.006584 4.239996
55 C 0.628902 1.520683 4.342642
56 C 1.107758 -0.535438 5.657515
57 C -0.445189 -0.599867 3.704466
58 C 3.833469 0.858356 3.322461
59 C 3.510760 2.275167 2.816210
60 C 5.042531 0.382965 2.501683
61 C 4.258953 0.966178 4.794483
62 H 2.004022 -4.166996 3.040243
63 H 0.962131 -2.941157 2.320604
64 H 1.125364 -3.059030 4.082269
65 H 3.921889 -3.633843 1.842659
66 H 4.527780 -1.998313 1.603745
67 H 2.979764 -2.476589 0.900435
68 H 4.010668 -3.608516 4.256644
69 H 3.336834 -2.302170 5.222061
70 H 4.756938 -2.016818 4.214899
71 H 1.427488 2.033135 4.879343
72 H -0.298645 1.701739 4.893665
73 H 0.528877 1.977413 3.353775
74 H 2.016917 -0.141311 6.113850
75 H 1.168083 -1.623328 5.679089
76 H 0.270098 -0.246305 6.299101
77 H -0.659922 -0.272396 2.684722
78 H -1.266363 -0.269293 4.347515
79 H -0.449074 -1.686586 3.711559
80 H 3.259694 2.271564 1.753547
81 H 4.400513 2.898427 2.948478
82 H 2.697117 2.754333 3.357674
83 H 4.794171 0.272965 1.442890
84 H 5.453764 -0.561632 2.854214
85 H 5.836331 1.131899 2.582027
86 H 3.491205 1.435396 5.410758
87 H 5.152504 1.594264 4.861056
88 H 4.505227 0.001588 5.239009
89 C -7.014772 0.234738 -3.544968
90 C -6.347125 0.509665 -2.226516
91 C -6.581039 1.723195 -1.581894
92 C -6.068463 1.970840 -0.323912
93 Cl -6.387629 3.496259 0.451269
94 C -5.324084 1.013363 0.343793
95 C -5.045991 -0.176322 -0.301973
96 C -5.526147 -0.416124 -1.582601
97 O -5.196174 -1.642216 -2.117235
98 C -4.691249 -1.694773 -3.432526
99 C -3.687864 -0.628731 -3.861492
100 O -3.602355 -0.335636 -5.035172
101 O -2.917048 -0.130397 -2.927602
102 H -7.942183 0.800888 -3.615478
103 H -7.262153 -0.819948 -3.649464
104 H -6.385178 0.522017 -4.390659
105 H -7.205702 2.468172 -2.057219
106 H -4.968459 1.207429 1.346514
107 H -4.457822 -0.958254 0.164806
108 H -5.480380 -1.698803 -4.183283
109 H -4.163021 -2.650132 -3.503266

Atomic forces in eV per Å
-0.1 0.1 -0.2
0.0 0.0 0.0
-0.1 -0.1 -0.2
0.0 0.0 0.1
0.0 0.0 0.2
-0.1 0.2 -0.6
0.0 0.0 0.3
0.1 0.1 -0.1
0.1 -0.1 0.0
-0.1 -0.1 0.3
0.0 0.0 -0.1
0.0 0.0 0.0
-0.1 -0.1 0.0
0.0 0.0 0.0
0.0 0.0 -0.1
0.0 0.0 -0.1
0.0 0.0 0.1
0.0 0.0 0.0
-0.1 0.0 -0.1
0.0 0.0 0.0
0.0 0.0 0.0
0.0 0.0 0.0
0.0 0.0 0.0
0.0 0.0 0.0
0.0 0.0 -0.1
0.0 0.0 0.0
0.0 0.0 0.0
0.0 0.0 0.0
0.0 0.0 0.0
0.0 0.0 0.0
0.0 0.0 0.0
0.0 0.0 0.0
0.0 0.0 0.0
0.0 0.0 0.0
0.0 0.0 0.0
0.0 -0.1 0.2
0.1 0.2 -0.2
0.0 -0.1 0.1
0.0 0.1 0.0
0.0 0.0 0.0
0.0 -0.1 0.1
0.0 0.0 0.0
-0.1 0.0 -0.1
0.0 -0.1 0.1
0.0 0.0 0.0
0.0 0.0 0.0
0.0 0.0 0.0
0.0 0.0 0.0
0.0 0.0 0.0
0.0 0.0 0.0
0.0 0.0 0.0
0.0 -0.1 0.0
0.1 0.0 0.1
0.0 0.0 0.0
0.1 0.0 0.0
0.0 0.0 0.0
0.0 0.0 -0.1
0.0 0.0 -0.1
0.0 0.0 0.0
0.0 0.0 0.0
0.0 0.0 0.0
0.0 0.0 0.0
0.0 0.0 0.0
0.0 0.0 0.0
0.0 0.0 0.0
0.0 0.0 0.0
0.0 0.0 0.0
0.0 0.0 0.0
0.0 0.0 0.0
0.0 0.0 0.0
0.0 0.0 0.0
0.0 0.0 0.0
0.0 0.0 0.0
0.0 0.0 0.0
0.0 0.0 0.0
0.0 0.0 0.0
0.0 0.0 0.0
0.0 0.0 0.0
0.0 0.0 0.0
0.0 0.0 0.0
0.0 0.0 0.0
0.0 0.0 0.0
0.0 0.0 0.0
0.0 0.0 0.0
0.0 0.0 0.0
0.0 0.0 0.0
0.0 0.0 0.0
0.0 0.0 0.0
0.0 0.0 -0.1
0.1 0.0 0.0
0.0 0.0 0.0
0.0 0.0 0.0
0.0 0.0 0.0
0.0 0.0 0.0
0.0 -0.1 0.0
0.0 0.0 0.0
0.1 0.1 0.1
0.0 0.0 -0.2
0.1 0.0 0.1
-0.1 -0.1 -0.1
0.2 0.1 0.3
0.0 0.0 0.0
-0.1 0.0 0.0
0.0 0.0 0.0
0.0 0.0 0.0
0.0 0.0 0.0
0.0 0.0 0.0
0.0 0.0 0.0
0.0 0.0 0.0

Output
HOMO level (spin up / spin down) ... -10.19 / -10.19 eV
Net charge ... +1
Electronic energy ... -7999.86186 Eh
Relative energy (zero: lowest compared OMol25 entry of this formula, charge and spin) ... 0.0 kJ/mol
LUMO energy (spin up / spin down) ... -2.9 / -2.5 eV
HOMO-LUMO gap (spin up / spin down) ... 7.3 / 7.7 eV
Maximum force ... 0.6 eV/A
2S+1 ... 3

Atomic partial charges in e from the Löwdin method, atoms 1 to 2: V 0.58; C 0.00

---

2.
ORCA calculation (the ωB97M-V functional and the def2-TZVPD basis) on a 7-piece molecular cluster, C39H53BrClF15O20S overall at a distorted geometry.

Cartesian coordinates (Å):
1 C -2.076787 -2.380711 5.523187
2 C -2.284136 -3.377893 4.368107
3 C -3.273550 -2.748402 3.354441
4 C -3.498237 -3.756886 2.213204
5 C -4.707281 -3.379952 1.326385
6 C -4.676265 -1.919997 0.830806
7 C -3.297193 -1.449651 0.313983
8 C -2.990774 -2.109629 -1.067426
9 C -1.492502 -2.551686 -1.127078
10 C -1.004601 -2.405111 -2.589337
11 C -0.802778 -0.914000 -2.973744
12 C 0.723629 -0.642604 -2.875173
13 C 1.162443 0.837445 -2.895609
14 Br 0.205248 1.676436 -4.435244
15 C 2.670289 0.912852 -3.283501
16 C 3.649206 1.064946 -2.106582
17 C 4.650803 -0.093503 -2.044526
18 F 3.910910 -1.216229 -2.266474
19 F 5.534528 -0.045371 -3.040261
20 C 5.300242 -0.343429 -0.654641
21 F 5.659749 -1.620284 -0.616766
22 F 4.459799 -0.203788 0.321511
23 S 6.864313 0.647906 -0.276270
24 F 7.309553 -0.471231 0.783691
25 F 6.122589 1.385960 0.932672
26 F 6.465273 1.813557 -1.260784
27 F 7.707870 -0.114256 -1.362517
28 F 8.155539 1.471297 0.096489
29 O 0.795786 1.622932 -1.768504
30 C 0.501227 0.951742 -0.607385
31 O 1.254053 0.284547 0.001869
32 C -0.911471 1.185477 -0.084777
33 C -0.953427 2.596263 0.585565
34 C 0.069816 2.802917 1.697220
35 Cl -0.025181 1.525779 2.985416
36 H -3.046631 -2.059758 5.916046
37 H -1.508993 -2.834425 6.342713
38 H -1.553427 -1.472371 5.205584
39 H -2.752228 -4.277344 4.782377
40 H -1.334869 -3.627770 3.887353
41 H -2.797876 -1.822093 3.018185
42 H -4.209788 -2.480300 3.854186
43 H -2.623850 -3.728035 1.550865
44 H -3.631796 -4.768244 2.605291
45 H -4.746047 -4.038941 0.448887
46 H -5.635309 -3.548482 1.882334
47 H -5.355991 -1.865331 -0.032712
48 H -5.021823 -1.217660 1.589942
49 H -2.476121 -1.660986 0.998139
50 H -3.323490 -0.368421 0.142386
51 H -3.573848 -3.016782 -1.251324
52 H -3.191875 -1.394590 -1.869664
53 H -1.406040 -3.581302 -0.766954
54 H -0.852913 -1.916672 -0.499870
55 H -1.682281 -2.911617 -3.269301
56 H -0.044695 -2.931605 -2.689053
57 H -1.066837 -0.855544 -4.027787
58 H -1.397381 -0.248078 -2.350437
59 H 1.137170 -1.086117 -3.785710
60 H 1.181998 -1.209012 -2.059668
61 H 2.769750 1.794928 -3.917539
62 H 2.888319 0.065639 -3.930720
63 H 3.179755 1.242230 -1.139819
64 H 4.239436 1.967021 -2.303239
65 H -1.637304 1.243297 -0.896990
66 H -1.171402 0.464785 0.684622
67 H -0.756788 3.368210 -0.169161
68 H -1.947879 2.809973 0.987177
69 H -0.057470 3.765852 2.193651
70 H 1.095858 2.808243 1.329261
71 C 4.112794 4.378621 2.404369
72 C 4.559842 5.593208 3.172875
73 O 3.399934 6.404010 3.171244
74 C 2.334464 5.554211 3.107115
75 O 1.215322 5.859907 3.349442
76 O 2.723112 4.304139 2.734958
77 F 5.556924 6.248663 2.531139
78 H 4.223762 4.505978 1.325795
79 H 4.632180 3.475833 2.707160
80 H 4.862155 5.391574 4.202224
81 C -0.261048 -6.204330 -6.380559
82 C -1.076273 -6.377083 -5.125609
83 O -1.023504 -5.088126 -4.542293
84 C -0.882866 -4.200255 -5.571832
85 O -1.065720 -3.033173 -5.483600
86 O -0.511782 -4.837051 -6.713988
87 F -0.505158 -7.267170 -4.279629
88 H 0.805989 -6.345913 -6.201448
89 H -0.576089 -6.867069 -7.183222
90 H -2.117527 -6.656723 -5.297086
91 C -9.822136 -1.622815 0.838588
92 C -9.171930 -0.308545 0.491067
93 O -8.286890 -0.103541 1.574971
94 C -7.936020 -1.343732 2.031144
95 O -7.019263 -1.561588 2.745377
96 O -8.778002 -2.296166 1.543403
97 F -10.075770 0.701425 0.462547
98 H -10.683017 -1.494996 1.496990
99 H -10.128679 -2.187216 -0.039307
100 H -8.607548 -0.316300 -0.443565
101 C 0.577529 6.137467 -5.096312
102 C -0.345156 7.324852 -5.188352
103 O -1.544258 6.748949 -5.666979
104 C -1.560161 5.455319 -5.220445
105 O -2.518453 4.762085 -5.206909
106 O -0.326764 5.075901 -4.787182
107 F 0.099887 8.232360 -6.092101
108 H 1.076235 5.926508 -6.043892
109 H 1.329972 6.248092 -4.318436
110 H -0.535310 7.824870 -4.236572
111 C -2.152635 3.550127 5.350227
112 C -3.126020 4.670267 5.097192
113 O -4.241263 3.992638 4.549310
114 C -4.227297 2.728928 5.078003
115 O -5.143240 1.980708 5.050149
116 O -3.022322 2.454746 5.645136
117 F -2.649444 5.546929 4.179153
118 H -1.554584 3.312041 4.469684
119 H -1.484318 3.754103 6.183949
120 H -3.433446 5.215109 5.992119
121 C 9.789335 -2.602718 2.104807
122 C 9.746390 -3.335683 0.790032
123 O 9.731933 -4.692310 1.191600
124 C 9.126994 -4.728571 2.418560
125 O 8.711222 -5.709019 2.933209
126 O 9.061657 -3.482933 2.963227
127 F 10.863024 -3.105864 0.055517
128 H 10.806627 -2.486142 2.482529
129 H 9.317098 -1.624239 2.054317
130 H 8.863493 -3.124438 0.183193

Atomic forces in eV per Å
0.2 -0.3 0.1
-0.9 1.1 0.5
0.9 -1.2 0.2
-0.6 1.1 -0.7
0.2 0.1 0.1
0.6 0.1 -0.1
-0.9 -0.6 -1.2
1.4 0.0 1.0
-0.5 0.5 -1.2
0.2 -0.1 1.0
1.0 -1.5 0.0
-0.8 0.4 -0.4
0.5 -1.0 -0.9
0.1 0.0 0.3
-0.5 1.1 0.3
1.1 0.6 -0.3
-2.3 0.5 0.2
0.1 -0.6 0.2
0.8 0.1 -0.2
1.0 -0.8 -1.0
0.8 -0.8 -0.4
-1.3 0.8 0.8
0.6 -0.1 1.7
0.0 0.0 0.0
-0.1 0.4 -0.3
-0.2 0.0 -0.3
-0.3 0.1 -0.6
0.2 0.0 0.0
0.2 -0.3 -0.3
-2.5 0.4 0.2
1.9 -1.0 0.4
0.2 1.8 0.1
0.2 0.0 0.1
0.1 0.1 0.0
0.0 0.4 -0.3
0.1 -0.1 0.0
0.0 0.1 -0.1
0.0 -0.2 -0.1
0.3 -0.1 -0.1
-0.1 -0.1 0.0
-0.3 0.0 -0.2
0.0 -0.1 0.0
0.1 -0.4 0.3
0.1 0.1 0.0
0.1 0.0 0.2
0.1 0.1 -0.1
-0.1 0.2 0.2
-0.1 -0.2 0.1
-0.2 0.0 0.1
0.0 -0.1 0.3
-0.2 0.2 0.1
-0.1 -0.1 0.0
0.1 0.1 0.0
-0.2 -0.1 0.1
-0.2 0.1 0.1
-0.1 0.1 -0.2
-0.2 0.6 0.2
-0.1 0.0 -0.2
0.1 0.1 0.1
0.0 0.4 0.2
0.1 -0.1 0.1
0.1 0.0 0.2
-0.2 -0.4 -0.1
0.0 -0.1 0.1
0.1 -0.4 0.1
0.1 -0.3 -0.3
0.0 -0.1 0.0
0.0 -0.3 -0.1
-0.2 -0.1 0.0
-0.1 -0.3 0.0
0.1 -0.6 -0.1
0.2 0.3 -0.3
-0.1 -0.5 0.3
-0.5 0.1 0.0
0.1 0.0 -0.1
0.3 0.5 0.1
0.0 0.0 0.1
0.1 0.2 0.1
-0.1 -0.2 0.1
0.1 0.1 0.0
0.1 -0.2 -0.5
0.3 -0.1 0.3
-0.3 0.0 -0.5
0.1 0.4 -0.1
0.1 -0.2 -0.2
-0.1 -0.1 0.4
-0.1 0.0 0.0
-0.1 0.0 0.2
-0.1 0.2 -0.1
0.0 -0.1 0.1
-0.2 -0.4 -0.2
-0.2 0.3 0.3
0.1 -0.5 -0.3
0.2 -0.1 0.4
-0.3 0.0 0.1
0.1 0.4 -0.1
0.1 0.1 -0.1
0.0 0.2 0.0
0.2 -0.1 0.1
-0.1 0.1 0.0
0.4 -0.2 0.3
0.0 0.1 -0.5
0.2 -0.2 0.5
-0.2 -0.4 -0.1
0.1 0.1 -0.1
-0.2 0.4 -0.1
-0.1 0.1 0.0
-0.1 0.2 -0.1
-0.1 -0.2 0.1
0.0 0.1 -0.1
0.4 -0.1 0.3
0.0 0.0 -0.5
0.1 -0.1 0.5
-0.2 -0.4 -0.1
0.1 0.1 -0.1
-0.2 0.3 -0.1
-0.1 0.1 0.0
-0.1 0.1 -0.1
-0.1 -0.2 0.1
0.0 0.1 -0.1
-0.1 0.5 0.3
0.5 -0.1 -0.1
-0.4 0.3 0.2
0.0 -0.3 0.3
0.1 0.1 0.0
0.1 -0.2 -0.4
0.0 0.0 -0.1
0.1 -0.1 -0.2
-0.2 -0.1 0.1
0.1 0.0 -0.1

Output
HOMO level ... -9.97 eV
Electronic energy ... -7953.07466 Eh
LUMO energy ... -0.1 eV
HOMO-LUMO gap ... 9.9 eV
Maximum force ... 2.6 eV/A

Atomic partial charges in e from the Löwdin method, atoms 1 to 2: C -0.12; C -0.26